Molecular formula: C19H22N4O2S
Method: DFT, ωB97M-V/def2-TZVPD

Geometry (Å):
S (-3.347076, 1.243113, -0.335787)
O (1.897324, 1.577702, -3.478031)
O (3.274420, 0.621008, -2.127891)
N (-1.607252, -2.936504, -0.877544)
N (2.198601, 0.690658, -2.702924)
N (-2.618852, -1.102441, 0.557445)
N (2.592125, 2.751240, 1.584925)
C (-1.399183, -3.232620, 0.526426)
C (-0.109418, -0.092666, -2.696717)
C (1.631617, -1.494563, -1.788292)
C (1.358704, 0.753580, 1.054818)
C (0.166746, 2.753536, 1.610919)
C (1.235613, -0.312220, -2.411916)
C (-1.017974, 2.107320, 1.362077)
C (3.814097, 2.161193, 1.086211)
C (-1.975846, -2.075924, 1.403293)
C (-3.022416, -2.795437, -1.145764)
C (0.679032, -2.381711, -1.355290)
C (-1.060754, 0.769942, 0.949512)
C (-1.061767, -0.981554, -2.257048)
C (-3.660148, -1.705696, -0.241261)
C (1.403204, 2.108515, 1.421815)
C (-2.313563, 0.212303, 0.459265)
C (0.165016, 0.106915, 0.841817)
C (-0.694384, -2.102016, -1.496091)
C (2.634765, 4.120168, 2.035216)
H (0.204918, -0.918248, 0.517817)
H (-3.483547, -3.767126, -0.943416)
H (-1.914059, -4.170047, 0.752941)
H (3.657696, 4.378526, 2.300674)
H (2.015916, 4.245728, 2.925491)
H (2.288468, 4.818306, 1.264408)
H (-0.340373, -3.369166, 0.734733)
H (2.683208, -1.687742, -1.641970)
H (0.130765, 3.786858, 1.913745)
H (2.270751, 0.197159, 0.915919)
H (0.988520, -3.299084, -0.878471)
H (-0.396331, 0.812697, -3.208860)
H (4.587971, 2.922944, 1.035803)
H (-2.732341, -2.482097, 2.088370)
H (-1.203001, -1.597316, 2.001658)
H (-2.097902, -0.751257, -2.439504)
H (3.678988, 1.753164, 0.081218)
H (-4.137451, -0.922207, -0.831072)
H (-4.412431, -2.147586, 0.420715)
H (-3.168373, -2.573485, -2.201704)
H (4.163836, 1.360085, 1.745285)
H (-1.947859, 2.646050, 1.467034)

Atoms 1-3, force components in eV/Å:
S -0.3 0.4 -0.2
O 0.0 0.1 -0.1
O 0.2 0.0 0.0

As for the lowest unoccupied orbital energy: -0.242 eV. For the HOMO-LUMO gap, the calculation gives 7.19 eV.

How is the electron density shared among the atoms? According to Mulliken, the charges in e are: -0.34 -0.64 -0.65 -0.05 1.05 0.14 0.13 -0.57 -0.67 -0.37 -1.03 -0.50 -0.19 -1.34 -0.88 -1.03 -0.86 -0.46 0.39 -0.20 -0.71 0.82 0.12 0.16 0.35 -1.15 0.53 0.35 0.42 0.35 0.38 0.35 0.27 0.47 0.40 0.41 0.52 0.47 0.37 0.41 0.48 0.25 0.23 0.30 0.37 0.46 0.26 0.41



Molecular formula: C21H19N4O4Ru
Method: DFT, ωB97M-V/def2-TZVPD

Geometry (Å):
Ru (0.296093, 0.054021, 0.377428)
O (-3.182616, 0.572714, -0.538930)
O (-0.158484, -0.452708, 2.604542)
O (-0.028374, 2.025926, 0.234786)
O (-0.352962, -0.559262, -1.384006)
N (-1.670371, -0.068963, 1.063545)
N (0.942426, -1.879122, 0.524365)
N (2.278051, 0.277230, 0.093450)
N (-3.945932, 0.149775, 1.554800)
C (-2.547193, -4.028178, -1.953213)
C (-1.395441, -0.324321, 2.350484)
C (3.113455, -0.875576, 0.456186)
C (2.836348, 3.469385, -1.561988)
C (0.979758, 4.964010, -1.556447)
C (-0.787403, -2.864797, -0.772095)
C (0.750042, 2.801101, -0.459274)
C (-5.290067, 0.443383, 1.082658)
C (2.305250, 4.672179, -1.929865)
C (-2.801334, -2.854012, -2.674745)
C (2.094073, 2.504572, -0.839230)
C (-2.454797, -0.417920, 3.310712)
C (-1.038751, -1.674997, -1.504252)
C (0.235910, 4.067695, -0.841839)
C (2.794891, 1.310109, -0.474028)
C (-3.697848, -0.172510, 2.849797)
C (0.355824, -2.927240, 0.105846)
C (2.229696, -1.893030, 1.189252)
C (-1.535363, -4.024204, -1.025058)
C (-2.069454, -1.710105, -2.464592)
C (-2.911823, 0.252275, 0.598961)
H (-3.594079, -2.843159, -3.412996)
H (0.781584, -3.906350, 0.335034)
H (-2.253970, -0.651729, 4.343013)
H (-5.997403, 0.218295, 1.877654)
H (3.532680, -1.317271, -0.451499)
H (2.890044, 5.387442, -2.490999)
H (2.686528, -2.885746, 1.172290)
H (3.868738, 1.304234, -0.672704)
H (3.936434, -0.564905, 1.102697)
H (2.076347, -1.581527, 2.224202)
H (3.860035, 3.227795, -1.827168)
H (-2.271781, -0.794565, -3.001443)
H (-5.374803, 1.491200, 0.798119)
H (-5.513459, -0.161315, 0.206380)
H (-0.784493, 4.282182, -0.553379)
H (-4.566317, -0.208641, 3.494486)
H (-3.129012, -4.921763, -2.132202)
H (0.540619, 5.912911, -1.838953)
H (-1.299950, -4.926247, -0.470408)

Atoms 1-3, force components in eV/Å:
Ru -0.4 -0.4 0.6
O 0.0 0.0 0.0
O 0.2 0.4 -0.2

As for the spin multiplicity: 2. As for the lowest unoccupied orbital energy (alpha / beta): 0.215 / -0.111 eV. The expectation value of S² is 0.756. For the HOMO-LUMO gap (alpha / beta), the calculation gives 7.79 / 7.34 eV.

How is the electron density shared among the atoms? According to Mulliken, the charges in e are: 0.11 -0.61 -0.60 -0.65 -0.80 0.39 0.24 0.11 0.18 -0.66 0.85 -0.84 -0.77 -0.40 0.39 0.54 -0.91 -0.71 -0.47 0.52 -1.16 0.56 -0.51 -0.17 0.19 -0.19 -0.78 -0.67 -0.21 0.13 0.38 0.33 0.48 0.29 0.36 0.40 0.42 0.32 0.45 0.23 0.31 0.42 0.29 0.30 0.44 0.31 0.40 0.37 0.38



Molecular formula: C3H9OP
Method: DFT, ωB97M-V/def2-TZVPD

Geometry (Å):
P (-0.005381, 1.451361, 0.310245)
O (-0.870247, 0.303871, 1.177322)
C (1.681506, -2.223822, 0.720589)
C (-0.666726, 1.131458, -1.329291)
C (-1.478726, 2.073463, -0.465954)
H (1.753106, -1.031762, 0.714716)
H (2.281040, -2.578870, 1.625644)
H (-1.186401, 0.120088, -1.662209)
H (-2.409361, 1.751016, 0.004577)
H (0.796331, -2.740890, 0.458582)
H (-1.705617, 3.054833, -0.872259)
H (2.328390, -2.533921, -0.126273)
H (-0.145830, 1.710868, -1.988327)
H (-0.372083, -0.487693, 1.432640)

Atoms 1-3, force components in eV/Å:
P 0.2 -0.7 1.2
O 0.3 -0.2 0.3
C 3.6 2.0 0.1

As for the lowest unoccupied orbital energy: 0.927 eV. For the HOMO-LUMO gap, the calculation gives 10.06 eV.

How is the electron density shared among the atoms? According to Mulliken, the charges in e are: 0.07 -0.46 -0.86 -0.48 -0.50 0.02 0.26 0.25 0.23 0.29 0.28 0.28 0.33 0.29



Molecular formula: C12H19AuBr2N3O2
Method: DFT, ωB97M-V/def2-TZVPD

Geometry (Å):
Au (0.224401, 1.204140, 0.885551)
Br (-2.136288, 3.843499, 1.187642)
Br (-0.335961, 3.152802, 3.738463)
O (-0.385334, -3.405894, -3.178495)
O (-3.408653, -3.942176, -0.311518)
N (1.613891, 2.086058, 0.039090)
N (-1.195994, -0.150155, 1.485109)
N (-1.481041, -3.186778, -1.236613)
C (-1.339855, 4.524500, 2.817905)
C (3.615110, 0.841980, -0.316766)
C (-1.523998, -0.417342, 2.752141)
C (-2.448241, -3.213700, -0.295651)
C (3.214370, 3.064599, -1.427117)
C (-2.243454, -1.546590, 3.104072)
C (1.850328, 1.057671, -2.114863)
C (-1.463391, -3.942093, -2.466576)
C (-1.553150, -1.021079, 0.536223)
C (2.522964, 1.780031, -0.913701)
C (-2.188545, -2.219202, 0.811011)
C (-2.570887, -2.474228, 2.126842)
H (-0.644077, -2.640628, -1.109332)
H (3.174510, -0.092852, 0.022553)
H (-2.419228, -3.802760, -2.993812)
H (3.975870, 2.796494, -2.152973)
H (-1.199221, 0.296730, 3.496585)
H (2.601929, 0.863194, -2.873422)
H (3.670678, 3.587720, -0.593870)
H (-0.276333, -3.868201, -4.015632)
H (4.090910, 1.326037, 0.529782)
H (1.412470, 0.113932, -1.799460)
H (-2.135369, 4.865526, 3.479651)
H (-2.519052, -1.701463, 4.134655)
H (4.351495, 0.641125, -1.089495)
H (-1.323559, -0.747596, -0.483756)
H (2.481545, 3.715778, -1.892988)
H (-1.320116, -5.015868, -2.261580)
H (1.068367, 1.683695, -2.533473)
H (-0.656088, 5.328954, 2.557022)
H (-3.101003, -3.385859, 2.356797)

Atoms 1-3, force components in eV/Å:
Au -0.6 -1.1 -0.3
Br 0.1 0.1 0.2
Br 0.0 0.1 0.1

As for the lowest unoccupied orbital energy: -5.816 eV. For the HOMO-LUMO gap, the calculation gives 6.66 eV. Its charge is +1.

How is the electron density shared among the atoms? According to Mulliken, the charges in e are: 0.41 -0.09 -0.10 -0.51 -0.58 -0.25 -0.42 -0.17 -0.43 -1.49 0.14 0.24 -1.52 -0.78 -1.53 -0.40 -0.28 1.56 0.18 -0.19 0.26 0.39 0.30 0.41 0.22 0.42 0.39 0.31 0.42 0.31 0.34 0.42 0.39 0.71 0.38 0.29 0.42 0.33 0.52